The following is a DFT calculation (the ωB97M-V functional and the def2-TZVPD basis) of 2 unconnected molecules or ions with the total composition C4H8N2O.

Cartesian coordinates (Å):
C (-0.988, 0.340, -1.360)
C (-1.407, -0.480, -0.451)
C (-2.550, -0.950, 0.289)
C (3.007, 0.592, -0.050)
N (0.360, -1.511, 0.519)
N (1.120, -0.625, 0.235)
O (2.489, -0.627, 0.424)
H (0.075, 0.295, -1.375)
H (-1.523, 1.082, -1.912)
H (-3.364, -0.798, -0.347)
H (-2.593, -2.065, 0.444)
H (-2.778, -0.353, 1.151)
H (2.729, 1.406, 0.635)
H (2.429, 0.801, -0.977)
H (4.157, 0.569, -0.013)

Values from the calculation:
Total charge: 0
Maximum force (eV/Å): 2.8
Molar mass (g/mol): 100.1
Highest occupied orbital energy (alpha / beta) (eV): -7.83 / -8.05
LUMO level (alpha / beta) (eV): 0.149 / 0.352
ΔE to the lowest compared entry with this formula, charge and spin (eV): 7.526

Atomic partial charges in e from the natural (NBO) method, atoms 1 to 6:
1 C -0.526
2 C 0.305
3 C -0.722
4 C -0.269
5 N -0.164
6 N -0.013


The following is a DFT calculation (the ωB97M-V functional and the def2-TZVPD basis) of a single C26H30N2O8S molecule.

Cartesian coordinates (Å):
C (-0.272, -2.089, -6.902)
H (-0.410, -1.255, -7.586)
H (-1.165, -2.717, -6.876)
H (0.578, -2.701, -7.208)
O (-0.034, -1.519, -5.621)
C (0.149, -2.381, -4.615)
O (0.102, -3.574, -4.742)
C (0.453, -1.644, -3.325)
C (-0.001, -2.451, -2.112)
H (0.455, -3.442, -2.157)
H (-1.084, -2.577, -2.125)
C (0.404, -1.745, -0.816)
N (1.830, -1.512, -0.794)
C (2.731, -2.002, 0.079)
O (3.929, -1.853, -0.059)
C (2.182, -2.724, 1.314)
H (1.651, -3.648, 1.056)
O (1.314, -1.833, 2.006)
C (0.270, -2.353, 2.669)
O (0.058, -3.535, 2.770)
C (-0.595, -1.283, 3.213)
C (-0.476, 0.028, 2.754)
C (-1.310, 1.002, 3.240)
C (-2.266, 0.719, 4.222)
C (-2.388, -0.599, 4.675)
C (-1.566, -1.584, 4.165)
H (-1.659, -2.605, 4.505)
H (-3.121, -0.855, 5.423)
O (-2.986, 1.764, 4.642)
C (-3.981, 1.573, 5.627)
H (-4.418, 2.556, 5.789)
H (-3.550, 1.205, 6.562)
H (-4.756, 0.883, 5.280)
S (-1.184, 2.710, 2.685)
O (-2.446, 3.154, 2.181)
O (-0.558, 3.466, 3.725)
N (-0.066, 2.604, 1.434)
C (-0.429, 2.236, 0.145)
C (-1.626, 1.556, -0.078)
C (-2.016, 1.218, -1.361)
C (-1.211, 1.526, -2.444)
C (0.005, 2.148, -2.222)
C (0.413, 2.504, -0.946)
C (1.755, 3.138, -0.714)
C (2.259, 2.735, 0.667)
C (1.238, 3.184, 1.701)
H (1.161, 4.278, 1.700)
H (1.525, 2.875, 2.708)
H (3.220, 3.203, 0.884)
H (2.387, 1.651, 0.713)
H (1.666, 4.227, -0.767)
H (2.457, 2.825, -1.490)
H (0.654, 2.376, -3.057)
H (-1.524, 1.282, -3.448)
H (-2.957, 0.709, -1.511)
H (-2.267, 1.323, 0.755)
H (0.263, 0.273, 2.009)
H (3.032, -2.975, 1.955)
C (2.299, -0.725, -1.919)
C (1.969, -1.417, -3.238)
H (2.484, -2.379, -3.286)
H (2.307, -0.799, -4.070)
H (1.808, 0.253, -1.884)
H (3.378, -0.603, -1.808)
H (-0.109, -0.777, -0.752)
H (0.093, -2.353, 0.029)
H (-0.051, -0.674, -3.349)

Values from the calculation:
Total charge: 0
Maximum force (eV/Å): 1.2
Molar mass (g/mol): 530.6
Highest occupied orbital energy (eV): -8.54
LUMO level (eV): 0.255
ΔE to the lowest compared entry with this formula, charge and spin (eV): 0.000

Atomic partial charges in e from the natural (NBO) method, atoms 1 to 6:
1 C -0.262
2 H 0.195
3 H 0.194
4 H 0.193
5 O -0.510
6 C 0.806


The following is a DFT calculation (the ωB97M-V functional and the def2-TZVPD basis) of a gas-phase ion, C8H12N3 (charge +1).

Cartesian coordinates (Å):
C (0.729, -0.431, -0.398)
C (1.821, 0.036, -0.129)
C (-0.766, 1.770, 0.334)
C (-2.823, 0.345, 0.409)
C (-1.500, 0.564, 0.206)
C (-3.464, -0.997, 0.583)
C (-1.151, -1.468, -1.530)
C (3.818, 1.401, 0.340)
N (0.038, 2.575, 0.565)
N (-0.546, -0.601, -0.498)
N (3.117, 0.082, 0.333)
H (-3.333, 1.293, 0.593)
H (-3.449, -1.146, 1.624)
H (-4.569, -0.900, 0.304)
H (-2.948, -1.828, 0.104)
H (-0.591, -1.232, -2.497)
H (-1.199, -2.446, -1.007)
H (-2.236, -1.235, -1.801)
H (3.187, 2.222, 0.720)
H (4.789, 1.216, 0.886)
H (4.296, 1.568, -0.674)
H (3.845, -0.583, 0.127)
H (2.936, -0.205, 1.405)

Values from the calculation:
Total charge: +1
Maximum force (eV/Å): 5.5
Molar mass (g/mol): 150.2
Highest occupied orbital energy (eV): -12.26
LUMO level (eV): -3.535
ΔE to the lowest compared entry with this formula, charge and spin (eV): 6.426

Atomic partial charges in e from the natural (NBO) method, atoms 1 to 6:
1 C 0.300
2 C -0.057
3 C 0.232
4 C -0.088
5 C 0.035
6 C -0.660


The following is a DFT calculation (the ωB97M-V functional and the def2-TZVPD basis) of a molecular structure, C26H27IN9NdOS3.

Cartesian coordinates (Å):
Nd (-0.159, 0.185, -0.709)
I (-0.304, 3.332, -0.694)
C (-1.752, 3.348, 0.879)
C (-2.163, 4.597, 1.230)
C (-3.151, 4.737, 2.229)
C (-3.685, 3.623, 2.800)
C (-3.254, 2.325, 2.424)
C (-3.857, 1.188, 3.016)
C (-3.441, -0.064, 2.682)
C (-2.394, -0.226, 1.746)
C (-1.769, 0.823, 1.091)
C (-2.230, 2.137, 1.446)
H (-1.749, 5.478, 0.758)
H (-3.478, 5.727, 2.517)
H (-4.456, 3.709, 3.556)
H (-4.655, 1.340, 3.734)
H (-3.907, -0.936, 3.126)
H (-2.115, -1.252, 1.518)
C (1.315, -2.121, 4.692)
C (0.784, -2.777, 3.474)
N (0.533, -4.035, 3.329)
N (0.047, -4.144, 2.058)
C (-0.013, -2.989, 1.398)
S (-0.616, -2.747, -0.162)
N (0.474, -2.099, 2.301)
N (0.602, -0.733, 2.050)
H (1.436, -2.875, 5.464)
H (0.627, -1.356, 5.052)
H (2.284, -1.656, 4.505)
H (-0.282, -5.035, 1.721)
H (-0.150, -0.226, 2.515)
H (1.497, -0.410, 2.399)
C (3.040, 0.749, -3.253)
C (1.709, 0.492, -3.883)
N (0.555, 0.446, -3.257)
C (-0.494, 0.287, -4.151)
C (-0.107, 0.152, -5.444)
S (1.583, 0.287, -5.572)
C (-1.889, 0.365, -3.704)
C (-2.940, 0.521, -4.545)
S (-4.384, 0.618, -3.657)
C (-3.523, 0.454, -2.193)
N (-2.221, 0.331, -2.356)
C (-4.283, 0.451, -0.910)
H (2.921, 1.369, -2.367)
H (3.691, 1.271, -3.952)
H (3.534, -0.186, -2.984)
H (-0.725, 0.001, -6.314)
H (-2.934, 0.598, -5.620)
H (-5.353, 0.467, -1.109)
H (-4.030, 1.325, -0.310)
H (-4.049, -0.435, -0.324)
C (4.669, 1.095, 0.525)
N (4.107, -0.128, -0.063)
C (4.888, -1.180, -0.431)
C (4.360, -2.285, -0.997)
C (2.948, -2.311, -1.194)
N (2.190, -1.260, -0.861)
C (2.755, -0.186, -0.293)
O (2.035, 0.794, 0.029)
N (2.351, -3.374, -1.722)
H (5.745, 0.980, 0.611)
H (4.239, 1.274, 1.507)
H (4.441, 1.951, -0.105)
H (5.946, -1.080, -0.236)
H (4.985, -3.118, -1.282)
H (2.882, -4.184, -1.993)
H (1.342, -3.418, -1.733)

Values from the calculation:
Total charge: +2
Maximum force (eV/Å): 1.0
Molar mass (g/mol): 848.9
Highest occupied orbital energy (alpha / beta) (eV): -12.57 / -12.58
LUMO level (alpha / beta) (eV): -5.039 / -5.031
Spin multiplicity: 4
Expectation value of S²: 3.75

Atomic partial charges in e from the natural (NBO) method, atoms 1 to 6:
1 Nd 1.754
2 I 0.245
3 C -0.100
4 C -0.247
5 C -0.191
6 C -0.165


The following is a DFT calculation (the ωB97M-V functional and the def2-TZVPD basis) of a molecular structure, C23H58NbO10P2S.

Cartesian coordinates (Å):
C (-3.751, 2.263, 0.190)
C (-3.425, 1.506, -1.123)
C (-2.297, 0.461, -0.872)
C (-2.611, -0.933, -1.444)
C (-2.099, -2.147, -0.625)
C (-0.745, -1.982, 0.083)
C (0.471, -2.278, -0.834)
C (1.039, -1.020, -1.527)
C (1.250, -1.305, -3.018)
C (2.030, -0.185, -3.742)
Nb (0.738, 1.447, -4.521)
S (-0.668, 3.362, -5.564)
C (-1.461, 2.887, -7.118)
O (0.194, 4.504, -5.902)
O (-1.689, 3.814, -4.609)
H (-4.072, 3.282, -0.051)
H (-4.576, 1.774, 0.715)
H (-2.866, 2.357, 0.821)
H (-3.040, 2.265, -1.806)
H (-4.319, 1.039, -1.538)
H (-1.420, 0.848, -1.399)
H (-2.074, 0.456, 0.195)
H (-2.309, -0.990, -2.493)
H (-3.706, -1.015, -1.457)
H (-1.966, -2.967, -1.343)
H (-2.872, -2.502, 0.064)
H (-0.712, -2.750, 0.869)
H (-0.615, -1.030, 0.601)
H (1.218, -2.767, -0.199)
H (0.163, -3.023, -1.574)
H (0.387, -0.161, -1.360)
H (1.998, -0.786, -1.050)
H (1.851, -2.224, -3.072)
H (0.268, -1.513, -3.453)
H (2.816, 0.247, -3.105)
H (2.576, -0.657, -4.571)
H (0.518, 0.589, -6.137)
H (2.234, 2.282, -5.205)
H (0.907, 2.510, -3.041)
H (-0.843, 0.708, -3.925)
H (-0.662, 2.554, -7.782)
H (-2.173, 2.075, -6.968)
H (-1.964, 3.750, -7.562)
O (6.241, 0.876, -2.078)
P (7.029, 0.975, -0.807)
O (8.563, 0.872, -1.386)
C (9.080, 1.954, -2.158)
C (9.282, 3.204, -1.322)
O (6.779, -0.611, -0.400)
C (5.494, -1.211, -0.606)
C (5.551, -2.199, -1.752)
O (7.481, 1.278, 0.738)
C (8.075, 0.337, 1.635)
C (9.549, 0.108, 1.383)
H (8.419, 2.156, -3.005)
H (10.037, 1.619, -2.560)
H (8.326, 3.589, -0.955)
H (9.760, 3.987, -1.912)
H (9.902, 2.992, -0.450)
H (4.733, -0.453, -0.790)
H (5.225, -1.728, 0.320)
H (5.940, -1.726, -2.653)
H (4.560, -2.603, -1.965)
H (6.223, -3.024, -1.505)
H (7.528, -0.600, 1.666)
H (7.957, 0.782, 2.626)
H (9.712, -0.501, 0.495)
H (9.990, -0.417, 2.233)
H (10.074, 1.053, 1.242)
O (-5.199, -0.024, 2.922)
P (-5.586, -0.561, 4.248)
O (-6.229, -2.026, 3.939)
C (-5.403, -3.023, 3.333)
C (-4.302, -3.497, 4.263)
O (-6.963, 0.293, 4.509)
C (-7.068, 1.643, 4.045)
C (-8.024, 1.717, 2.874)
O (-5.302, -0.780, 5.827)
C (-6.308, -0.849, 6.842)
C (-7.015, -2.185, 6.906)
H (-4.983, -2.640, 2.399)
H (-6.059, -3.857, 3.081)
H (-3.599, -2.689, 4.484)
H (-3.745, -4.318, 3.810)
H (-4.716, -3.835, 5.214)
H (-6.091, 2.041, 3.772)
H (-7.448, 2.243, 4.876)
H (-7.728, 1.025, 2.087)
H (-8.055, 2.727, 2.462)
H (-9.030, 1.435, 3.189)
H (-7.016, -0.028, 6.770)
H (-5.769, -0.694, 7.781)
H (-7.714, -2.306, 6.080)
H (-7.582, -2.255, 7.836)
H (-6.301, -3.007, 6.866)

Values from the calculation:
Total charge: -1
Maximum force (eV/Å): 8.4
Molar mass (g/mol): 681.6
Highest occupied orbital energy (eV): -4.69
LUMO level (eV): 0.870

Atomic partial charges in e from the Mulliken method, atoms 1 to 6:
1 C -1.130
2 C -0.468
3 C 0.120
4 C -0.572
5 C -0.635
6 C -0.616


The following is a DFT calculation (the ωB97M-V functional and the def2-TZVPD basis) of 2 unconnected molecules or ions with the total composition CH6NOSi.

Cartesian coordinates (Å):
C (-0.841, 0.020, -0.091)
N (1.813, 0.122, 1.052)
O (2.499, 0.302, -0.199)
Si (0.932, -0.445, -0.349)
H (-1.417, -0.622, -0.623)
H (-1.125, -0.003, 0.921)
H (-0.756, 1.046, -0.516)
H (0.902, 1.436, 1.546)
H (1.142, -1.863, 0.012)
H (0.760, -0.412, -2.020)

Values from the calculation:
Total charge: -1
Maximum force (eV/Å): 4.0
Molar mass (g/mol): 76.2
Highest occupied orbital energy (alpha / beta) (eV): -3.31 / -3.31
LUMO level (alpha / beta) (eV): 4.566 / 4.567
ΔE to the lowest compared entry with this formula, charge and spin (eV): 4.652

Atomic partial charges in e from the natural (NBO) method, atoms 1 to 6:
1 C -1.125
2 N -0.571
3 O -0.739
4 Si 1.443
5 H 0.206
6 H 0.211